The following is a DFT calculation (ωB97M-V/def2-TZVPD) of a single C23H25N5O3 molecule.

The calculation puts the HOMO energy at -8.2422 eV. For the energy above the lowest of the compared OMol25 structures with the same formula, charge and spin, the calculation gives 1.792 eV. The LUMO energy comes out at 0.0083 Eh. The value obtained for the total energy is -1390.95961 Eh. The value obtained for the largest force on an atom is 1.324 eV/Å. As for the SMILES: CC[C@@H](C(=O)NCCc1ccco1)n1nc(C)c2c(C)n(-c3ccccc3)nc2c1=O.

Element x y z (Å)
C (-2.85, -3.60, 1.35)
C (-3.09, -2.27, 2.05)
C (-3.13, -1.11, 1.06)
C (-3.56, 0.21, 1.73)
O (-4.61, 0.75, 1.42)
N (-2.72, 0.66, 2.67)
C (-2.86, 1.98, 3.24)
C (-2.65, 3.08, 2.17)
C (-1.41, 2.84, 1.38)
C (-1.25, 2.53, 0.06)
C (0.15, 2.42, -0.15)
C (0.72, 2.64, 1.06)
O (-0.21, 2.90, 1.99)
N (-1.88, -0.95, 0.31)
N (-2.10, -0.93, -1.01)
C (-1.15, -0.81, -1.88)
C (-1.55, -0.78, -3.32)
C (0.20, -0.70, -1.44)
C (1.46, -0.54, -2.01)
C (1.87, -0.52, -3.43)
N (2.32, -0.48, -0.96)
C (3.72, -0.32, -0.98)
C (4.33, 0.59, -1.84)
C (5.71, 0.72, -1.82)
C (6.47, -0.04, -0.95)
C (5.86, -0.93, -0.08)
C (4.48, -1.07, -0.09)
N (1.73, -0.61, 0.22)
C (0.43, -0.73, -0.04)
C (-0.65, -0.84, 0.92)
O (-0.51, -0.82, 2.14)
H (-2.87, -4.42, 2.06)
H (-3.62, -3.78, 0.60)
H (-1.88, -3.61, 0.85)
H (-4.05, -2.29, 2.57)
H (-2.31, -2.11, 2.79)
H (-3.88, -1.32, 0.29)
H (-1.82, 0.19, 2.77)
H (-2.12, 2.08, 4.03)
H (-3.87, 2.09, 3.65)
H (-3.50, 3.07, 1.49)
H (-2.60, 4.05, 2.67)
H (-2.02, 2.41, -0.67)
H (0.65, 2.20, -1.07)
H (1.75, 2.64, 1.38)
H (-1.15, 0.10, -3.81)
H (-2.63, -0.78, -3.39)
H (-1.16, -1.66, -3.84)
H (1.79, 0.48, -3.85)
H (2.91, -0.86, -3.54)
H (1.23, -1.18, -4.01)
H (3.74, 1.21, -2.49)
H (6.18, 1.42, -2.49)
H (7.55, 0.06, -0.95)
H (6.45, -1.51, 0.61)
H (3.98, -1.74, 0.59)

Löwdin charges, unit e, in atom order:
1 C -0.087
2 C -0.191
3 C -0.176
4 C -0.457
5 O 0.070
6 N 0.086
7 C -0.150
8 C -0.093
9 C -0.289
10 C -0.023
11 C -0.077
12 C -0.117
13 O 0.056
14 N 0.003
15 N 0.154
16 C -0.270
17 C -0.021
18 C -0.062
19 C -0.173
20 C -0.007
21 N -0.035
22 C -0.188
23 C -0.024
24 C -0.075
25 C -0.084
26 C -0.070
27 C -0.005
28 N 0.192
29 C -0.139
30 C -0.345
31 O 0.050
32 H 0.072
33 H 0.075
34 H 0.070
35 H 0.124
36 H 0.102
37 H 0.149
38 H 0.099
39 H 0.124
40 H 0.122
41 H 0.116
42 H 0.121
43 H 0.114
44 H 0.096
45 H 0.121
46 H 0.082
47 H 0.081
48 H 0.081
49 H 0.091
50 H 0.083
51 H 0.079
52 H 0.111
53 H 0.106
54 H 0.104
55 H 0.107
56 H 0.114


The following is a DFT calculation (ωB97M-V/def2-TZVPD) of C17H30KN8O3S as an isolated structure.

The calculation puts the HOMO energy at -10.2331 eV. The LUMO energy comes out at -0.0928 Eh. The value obtained for the total energy is -2327.47483 Eh. The value obtained for the largest force on an atom is 3.723 eV/Å. As for the charge: +1.

Element x y z (Å)
K (0.38, -0.01, -0.60)
C (4.84, 1.87, -0.81)
O (4.23, 2.95, -1.63)
C (2.85, 2.78, -1.49)
O (2.28, 1.67, -1.49)
N (2.13, 3.93, -1.18)
N (0.74, 3.72, -1.13)
H (5.93, 1.94, -0.95)
H (4.45, 0.93, -1.10)
H (4.57, 2.03, 0.23)
H (2.41, 4.75, -1.71)
H (0.42, 3.09, -1.88)
H (0.26, 4.62, -1.24)
N (0.74, 2.96, 1.85)
C (0.94, 1.82, 2.54)
N (1.22, 0.58, 2.00)
C (1.37, -0.35, 2.97)
C (1.67, -1.72, 2.80)
C (1.80, -2.52, 3.93)
C (1.70, -2.03, 5.23)
C (1.46, -0.67, 5.45)
C (1.23, 0.17, 4.33)
S (0.94, 1.88, 4.28)
H (0.88, 3.10, 0.82)
H (0.56, 3.77, 2.37)
H (1.65, -2.13, 1.77)
H (1.92, -3.58, 3.88)
H (1.89, -2.73, 6.03)
H (1.46, -0.23, 6.47)
C (-2.81, 0.83, -2.26)
N (-4.28, 0.85, -2.60)
C (-4.71, -0.46, -3.22)
N (-4.33, -1.61, -2.32)
C (-2.87, -1.57, -2.02)
N (-2.45, -0.29, -1.36)
C (-3.25, -0.13, -0.14)
N (-4.79, -0.13, -0.39)
C (-5.04, 0.98, -1.37)
C (-5.09, -1.41, -1.06)
H (-2.53, 1.80, -1.83)
H (-2.25, 0.78, -3.20)
H (-4.16, -0.56, -4.16)
H (-5.82, -0.54, -3.48)
H (-2.36, -1.73, -2.96)
H (-2.65, -2.45, -1.38)
H (-2.93, 0.73, 0.40)
H (-2.96, -0.94, 0.50)
H (-4.81, 1.93, -0.90)
H (-6.10, 0.83, -1.59)
H (-6.16, -1.53, -1.33)
H (-4.75, -2.25, -0.39)
C (4.14, -2.72, 0.09)
C (3.13, -2.92, -1.01)
O (1.77, -2.52, -0.59)
H (5.15, -2.90, -0.30)
H (4.01, -3.38, 0.94)
H (4.20, -1.69, 0.50)
H (3.15, -3.99, -1.34)
H (3.38, -2.39, -1.94)
H (1.23, -3.21, -1.03)

Löwdin charges, unit e, in atom order:
1 K 0.795
2 C -0.002
3 O -0.030
4 C -0.489
5 O -0.053
6 N 0.018
7 N 0.005
8 H 0.110
9 H 0.062
10 H 0.101
11 H 0.154
12 H 0.097
13 H 0.118
14 N 0.100
15 C -0.648
16 N -0.003
17 C -0.330
18 C -0.027
19 C -0.097
20 C -0.093
21 C -0.081
22 C -0.458
23 S 1.095
24 H 0.072
25 H 0.076
26 H 0.091
27 H 0.100
28 H 0.101
29 H 0.115
30 C -0.168
31 N -0.089
32 C -0.131
33 N -0.101
34 C -0.160
35 N -0.163
36 C -0.150
37 N -0.058
38 C -0.184
39 C -0.190
40 H 0.119
41 H 0.120
42 H 0.112
43 H 0.146
44 H 0.115
45 H 0.130
46 H 0.107
47 H 0.110
48 H 0.122
49 H 0.122
50 H 0.129
51 H 0.134
52 C -0.089
53 C -0.267
54 O -0.177
55 H 0.084
56 H 0.074
57 H 0.082
58 H 0.124
59 H 0.112
60 H 0.088


The following is a DFT calculation (ωB97M-V/def2-TZVPD) of a single C6H13NS2 molecule.

The calculation puts the HOMO energy at -8.2792 eV. For the energy above the lowest of the compared OMol25 structures with the same formula, charge and spin, the calculation gives 0.000 eV. The LUMO energy comes out at 0.0243 Eh. The value obtained for the total energy is -1087.52564 Eh. The value obtained for the largest force on an atom is 1.891 eV/Å. As for the SMILES: CN(C)C[C@H]1CCSS1.

Element x y z (Å)
C (-2.10, -0.27, -0.95)
N (-1.32, -0.05, 0.26)
C (-2.17, -0.14, 1.46)
C (-0.14, -0.87, 0.38)
C (0.96, -0.51, -0.57)
C (1.39, 1.02, -0.52)
C (2.88, 1.13, -0.24)
S (3.31, -0.18, 0.95)
S (2.41, -1.60, -0.30)
H (-1.55, -0.01, -1.88)
H (-2.91, 0.51, -0.98)
H (-2.57, -1.30, -1.03)
H (-2.71, -1.11, 1.49)
H (-1.54, -0.02, 2.38)
H (-2.96, 0.64, 1.46)
H (-0.36, -1.95, 0.32)
H (0.28, -0.70, 1.41)
H (0.65, -0.74, -1.62)
H (0.78, 1.44, 0.27)
H (1.07, 1.50, -1.47)
H (3.50, 1.11, -1.14)
H (3.11, 2.09, 0.29)

Löwdin charges, unit e, in atom order:
1 C -0.108
2 N -0.289
3 C -0.099
4 C -0.315
5 C -0.652
6 C -0.262
7 C -0.577
8 S 0.508
9 S 0.550
10 H 0.078
11 H 0.093
12 H 0.097
13 H 0.085
14 H 0.092
15 H 0.083
16 H 0.117
17 H 0.122
18 H 0.096
19 H 0.103
20 H 0.119
21 H 0.072
22 H 0.086


The following is a DFT calculation (ωB97M-V/def2-TZVPD) of a 3-piece molecular cluster, C3H9NO3 overall.

The calculation puts the HOMO energy (spin up / spin down) at -9.6040 / -8.1513 eV. For the energy above the lowest of the compared OMol25 structures with the same formula, charge and spin, the calculation gives 7.446 eV. The LUMO energy (spin up / spin down) comes out at 0.0010 / -0.0669 Eh. The value obtained for the total energy is -399.94787 Eh. The value obtained for the largest force on an atom is 2.739 eV/Å.

Element x y z (Å)
C (-1.91, 0.48, 0.25)
O (-1.02, -0.19, -1.88)
O (0.07, 0.50, -2.47)
H (-0.31, 0.86, -3.29)
H (-2.57, 1.09, 0.87)
H (-1.01, 0.99, -0.01)
H (-2.32, -0.46, -0.07)
C (1.76, 0.43, 0.53)
C (1.02, -0.67, 1.26)
N (-0.11, -1.15, 0.63)
O (1.34, -1.05, 2.37)
H (-0.53, -1.96, 1.07)
H (-0.22, -1.05, -0.39)
H (1.43, 0.54, -0.51)
H (1.57, 1.38, 1.04)
H (2.83, 0.24, 0.59)

Löwdin charges, unit e, in atom order:
1 C 0.124
2 O -0.157
3 O -0.054
4 H 0.098
5 H 0.013
6 H -0.003
7 H 0.012
8 C -0.002
9 C -0.571
10 N 0.100
11 O 0.039
12 H 0.115
13 H 0.057
14 H 0.050
15 H 0.091
16 H 0.087


Question: The highest total energy belongs to which entry?
Answer: C3H9NO3


Question: Which of these has the highest total energy?
Answer: C3H9NO3


Question: What is the total energy in the third record?
Answer: -1087.52564 Eh